Entry 1:
Molecular formula: C20H18BrClCrF3IN3O4S
Method: DFT, ωB97M-V/def2-TZVPD

Atoms and positions in Å:
Cr (1.5672, 0.6816, -0.0524)
Br (0.2307, 1.1486, 2.6370)
C (1.4722, 0.0299, 3.5436)
C (1.3318, -0.0846, 4.8940)
C (2.2293, -0.8922, 5.6270)
C (3.2298, -1.5464, 4.9746)
C (3.3848, -1.4335, 3.5701)
C (4.4311, -2.1141, 2.9107)
C (4.5709, -2.0061, 1.5573)
C (3.6674, -1.2066, 0.8311)
C (2.6302, -0.4996, 1.3842)
C (2.4935, -0.6311, 2.7930)
H (0.5363, 0.4456, 5.3996)
H (2.1149, -0.9804, 6.7004)
H (3.9302, -2.1678, 5.5225)
H (5.1155, -2.7208, 3.4931)
H (5.3723, -2.5327, 1.0459)
H (4.6830, -1.4260, -0.8057)
O (0.0366, -2.1913, -2.8501)
Cl (1.1688, -1.6293, -2.0982)
O (3.8113, -1.1163, -0.5453)
O (0.5714, -1.0812, -0.8217)
O (1.6830, -0.4478, -2.8293)
F (4.0911, 2.1186, 0.8410)
C (2.8982, 2.3379, 0.1847)
F (2.3814, 3.4486, 0.8391)
F (3.3077, 2.8586, -1.0369)
I (-4.4121, -2.4841, -2.5568)
C (-3.8369, -1.2614, -0.9635)
C (-4.7829, -0.5022, -0.2939)
C (-4.3489, 0.3030, 0.7467)
C (-2.9980, 0.2964, 1.0700)
N (-2.1003, -0.4401, 0.4304)
C (-2.5022, -1.2026, -0.5809)
H (-5.8276, -0.5431, -0.5733)
H (-5.0467, 0.9163, 1.3019)
H (-2.6154, 0.9072, 1.8812)
H (-1.7350, -1.7741, -1.0932)
S (-0.1208, 2.4367, -0.9081)
C (-1.2000, 1.7602, -2.0413)
N (-2.4944, 2.1414, -2.0304)
C (-3.5004, 1.7114, -2.9901)
C (-2.8246, 1.2397, -4.2669)
C (-1.7122, 0.2687, -3.9110)
N (-0.8048, 0.9122, -2.9793)
H (-2.7507, 2.7367, -1.2626)
H (-4.1654, 2.5539, -3.1909)
H (-4.1064, 0.9017, -2.5742)
H (-2.4073, 2.0936, -4.8048)
H (-3.5586, 0.7528, -4.9102)
H (-1.1370, -0.0144, -4.7916)
H (-2.1111, -0.6545, -3.4818)
H (0.1591, 0.5827, -2.9347)

Forces on the atoms, in the same order (eV/Å):
-0.1 -0.1 0.1
0.0 0.0 0.0
0.0 0.0 0.0
0.0 0.0 0.0
0.0 0.0 0.0
0.0 0.0 0.0
0.0 0.0 0.0
0.0 0.0 0.0
0.0 0.0 0.0
0.0 0.0 0.0
0.0 0.0 -0.1
0.0 0.0 0.0
0.0 0.0 0.0
0.0 0.0 0.0
0.0 0.0 0.0
0.0 0.0 0.0
0.0 0.0 0.0
0.0 0.0 0.0
0.0 0.0 0.0
0.0 -0.1 0.1
0.0 0.0 0.0
0.1 0.1 -0.1
0.0 0.0 -0.1
0.0 0.0 0.0
0.0 0.0 0.0
0.0 0.0 0.0
0.0 0.0 0.0
0.0 0.0 0.0
-0.1 0.0 0.0
0.0 0.0 0.0
0.0 0.0 0.0
0.0 0.0 0.0
0.1 0.0 0.0
0.0 0.0 0.0
0.0 0.0 0.0
0.0 0.0 0.0
0.0 0.0 0.0
0.0 0.0 0.0
-0.1 -0.1 0.0
0.1 0.0 0.0
0.0 -0.1 0.0
0.0 0.0 0.0
0.0 0.0 0.0
0.0 0.0 0.0
-0.1 0.0 0.0
0.0 0.0 0.0
0.0 0.0 0.0
0.0 0.0 0.0
0.0 0.0 0.0
0.0 0.0 0.0
0.0 0.0 0.0
0.0 0.0 0.0
0.0 0.0 0.0

Summary:
HOMO-LUMO gap (alpha / beta): 6.26 / 6.60 eV
⟨S²⟩: 6.029
2S+1: 5
LUMO level (alpha / beta): 1.90 / 1.90 eV
Relative energy (zero: lowest compared OMol25 entry of this formula, charge and spin): 0.0 kcal per mole
Charge: -1

Mulliken atomic charge list, values in e, 2 entries: 0.581 -0.179


Entry 2:
Molecular formula: C20H18ClGaN6
Method: DFT, ωB97M-V/def2-TZVPD

Atoms and positions in Å:
Ga (-0.2185, -0.2512, -0.5514)
N (2.9032, -1.0489, -0.9102)
C (2.1192, -2.1621, -0.6565)
C (2.6600, -3.4244, -0.9131)
C (1.9041, -4.5431, -0.6539)
C (0.6177, -4.3927, -0.1324)
C (0.1522, -3.1241, 0.0791)
N (0.8845, -2.0148, -0.1717)
C (2.7188, 0.2746, -0.6058)
C (3.8183, 1.1378, -0.7110)
C (3.6982, 2.4448, -0.3119)
C (2.4828, 2.8900, 0.2211)
C (1.4356, 2.0155, 0.2489)
N (1.5228, 0.7336, -0.1946)
H (3.8331, -1.2738, -1.2257)
H (3.6635, -3.5141, -1.3086)
H (2.3053, -5.5267, -0.8567)
H (-0.0050, -5.2476, 0.0854)
H (-0.8475, -2.9500, 0.4561)
H (4.7620, 0.7589, -1.0807)
H (4.5417, 3.1168, -0.3946)
H (2.3623, 3.8961, 0.5943)
H (0.4690, 2.3067, 0.6332)
N (-3.0417, 0.8875, 0.5432)
C (-2.5833, 1.6217, -0.5386)
C (-3.4863, 2.4604, -1.1967)
C (-3.0502, 3.2083, -2.2649)
C (-1.7147, 3.1207, -2.6609)
C (-0.8945, 2.2675, -1.9752)
N (-1.3089, 1.5242, -0.9243)
C (-2.3775, 0.1217, 1.4654)
C (-3.0657, -0.2732, 2.6210)
C (-2.4003, -0.9484, 3.6128)
C (-1.0324, -1.2078, 3.4660)
C (-0.4316, -0.8444, 2.2959)
N (-1.0910, -0.2261, 1.2808)
H (-4.0024, 1.0758, 0.7809)
H (-4.5141, 2.5153, -0.8623)
H (-3.7434, 3.8515, -2.7899)
H (-1.3364, 3.6948, -3.4937)
H (0.1435, 2.1421, -2.2571)
H (-4.1113, -0.0174, 2.7326)
H (-2.9279, -1.2610, 4.5036)
H (-0.4613, -1.6890, 4.2459)
H (0.6172, -1.0333, 2.1188)
Cl (-0.9689, -1.0922, -2.3428)

Forces on the atoms, in the same order (eV/Å):
0.5 0.5 1.1
0.0 0.0 -0.2
-0.1 -0.2 0.1
0.1 0.0 0.0
0.0 0.1 0.0
0.0 0.0 0.0
0.0 -0.1 0.0
-0.1 0.2 -0.1
0.0 0.1 0.2
0.1 0.1 0.1
-0.1 -0.1 0.0
-0.1 0.0 0.0
0.1 0.2 0.1
-0.2 -0.2 -0.3
0.0 0.0 -0.1
0.0 0.0 0.0
0.0 0.0 0.0
0.0 0.0 0.0
0.0 0.0 0.0
0.0 0.0 0.0
0.0 0.0 0.0
0.0 0.0 0.0
0.0 0.0 0.0
-0.1 -0.1 -0.1
0.2 0.2 -0.1
0.0 0.0 0.0
0.0 -0.1 0.1
0.0 0.0 0.0
0.0 0.1 -0.1
0.0 -0.2 0.0
0.2 0.0 0.2
0.0 0.0 0.1
0.0 0.0 -0.1
0.1 0.0 0.0
0.0 0.0 0.2
0.0 -0.1 -0.4
-0.1 -0.1 0.0
0.0 0.0 0.0
0.0 0.0 0.0
0.0 0.0 0.0
0.0 0.0 0.0
0.0 0.0 0.0
0.0 0.0 0.0
0.0 0.0 0.0
0.0 -0.1 0.0
-0.2 -0.3 -0.6

Summary:
HOMO-LUMO gap: 8.65 eV
2S+1: 1
LUMO level: -6.01 eV
Charge: +2

Mulliken atomic charge list, values in e, 2 entries: 0.747 -0.057


Entry 3:
Molecular formula: C20H18F2IN2PS2
Method: DFT, ωB97M-V/def2-TZVPD

Atoms and positions in Å:
C (-0.2277, -2.5083, -0.8299)
P (-0.9153, -1.2592, -2.0959)
C (-0.0525, 0.3893, -1.8723)
C (-2.7393, -1.1578, -1.6710)
C (-3.7028, -1.5872, -2.7055)
I (-2.9268, -2.2308, -4.6352)
C (-5.2027, -1.5950, -2.4669)
C (-5.7341, -1.1544, -1.1666)
S (-7.5031, -1.1514, -0.7560)
C (-4.7572, -0.6907, -0.1272)
N (-5.1141, -0.2137, 1.1445)
S (-3.6681, 0.1032, 1.8890)
N (-2.4859, -0.2578, 0.7533)
C (-3.2597, -0.6820, -0.3271)
H (-1.0771, -3.0941, -0.3648)
H (0.3986, -3.2185, -1.4301)
H (0.3217, -2.0045, 0.0074)
H (0.9550, 0.3009, -2.3851)
H (-0.5764, 1.2652, -2.3388)
H (0.1649, 0.6719, -0.8003)
H (-5.8673, -1.9572, -3.2867)
H (-8.1520, -1.6501, -1.8629)
F (1.9703, 1.7975, 0.7999)
C (1.8303, 3.0877, 0.4446)
C (1.7130, 4.0527, 1.4286)
C (1.5737, 5.3852, 1.0612)
C (1.5428, 5.7347, -0.2847)
C (1.6566, 4.7542, -1.2632)
C (1.8067, 3.4228, -0.8968)
H (1.7312, 3.7602, 2.4713)
H (1.4887, 6.1508, 1.8232)
H (1.4297, 6.7744, -0.5700)
H (1.6284, 5.0266, -2.3116)
H (1.9056, 2.6467, -1.6457)
F (0.7927, -2.4418, 2.2334)
C (2.1367, -2.4261, 2.2118)
C (2.7933, -1.2916, 1.7699)
C (4.1822, -1.2731, 1.7519)
C (4.8967, -2.3923, 2.1657)
C (4.2241, -3.5277, 2.6028)
C (2.8354, -3.5439, 2.6317)
H (2.2198, -0.4328, 1.4440)
H (4.7073, -0.3871, 1.4149)
H (5.9806, -2.3781, 2.1470)
H (4.7816, -4.4007, 2.9212)
H (2.2944, -4.4162, 2.9772)

Forces on the atoms, in the same order (eV/Å):
-0.5 0.4 0.3
-0.2 -0.6 -0.4
0.7 0.6 1.1
-1.8 0.1 -0.4
0.3 1.1 2.9
-1.0 0.3 1.1
1.2 0.9 2.4
1.8 -0.8 -2.5
0.7 0.1 0.0
0.3 0.5 1.1
2.7 -0.9 -2.1
-0.1 -0.3 -1.2
-4.0 -0.6 -1.2
-0.6 -0.8 -1.5
0.9 0.7 -0.6
-0.4 0.7 0.8
-0.3 -0.6 -0.9
-1.2 -0.1 0.5
0.2 -1.0 0.3
-0.3 -0.3 -1.0
0.6 0.4 0.9
1.1 0.2 0.3
0.0 -0.1 0.0
-0.1 0.7 -0.2
0.0 -0.1 0.3
0.0 -0.1 -0.3
0.0 0.1 0.0
0.0 0.0 0.3
0.0 -0.2 -0.2
0.0 0.0 0.0
0.0 -0.1 0.0
0.0 -0.1 0.0
0.0 -0.1 0.1
0.0 0.0 0.1
-0.1 0.0 0.1
0.7 0.0 0.0
-0.2 0.2 -0.1
0.0 -0.3 0.1
0.1 0.0 0.0
0.0 0.2 -0.1
-0.1 -0.2 0.1
0.0 -0.1 0.0
-0.1 0.0 0.0
-0.1 0.0 0.0
-0.1 0.0 0.0
0.0 0.0 0.0

Summary:
HOMO-LUMO gap: 6.60 eV
2S+1: 1
LUMO level: -1.12 eV
Relative energy (zero: lowest compared OMol25 entry of this formula, charge and spin): 0.0 kcal per mole

Mulliken atomic charge list, values in e, 2 entries: -0.792 0.210


Entry 4:
Molecular formula: C20H18F3N3O2S
Method: DFT, ωB97M-V/def2-TZVPD

Atoms and positions in Å:
O (3.4738, 0.4223, -0.2211)
C (3.2908, -0.5793, 0.4410)
C (3.9808, -1.8940, 0.1149)
C (3.1648, -2.6448, -0.9334)
S (1.6935, -3.4797, -0.2340)
C (0.4009, -2.3839, -0.6198)
N (0.6819, -1.1826, -1.0930)
C (-0.3446, -0.3808, -1.3736)
C (-0.0619, 0.9650, -1.7837)
C (1.1261, 1.6598, -1.8587)
C (0.7850, 2.9657, -2.2555)
C (-0.5739, 2.9746, -2.3985)
O (-1.0943, 1.7790, -2.1188)
C (-1.6729, -0.8233, -1.2285)
C (-1.8287, -2.0875, -0.6988)
C (-3.1946, -2.6727, -0.4215)
F (-3.4198, -3.7933, -1.1165)
F (-4.1846, -1.8223, -0.7361)
F (-3.3554, -2.9757, 0.8741)
N (-0.8111, -2.8699, -0.3716)
N (2.4502, -0.6204, 1.4920)
C (1.5943, 0.5025, 1.8099)
C (0.1862, 0.0481, 2.2049)
C (-0.9258, 0.9308, 1.6965)
C (-2.1999, 0.3877, 1.5643)
C (-3.2503, 1.1430, 1.0763)
C (-3.0427, 2.4630, 0.7133)
C (-1.7868, 3.0217, 0.8663)
C (-0.7369, 2.2641, 1.3586)
H (4.1176, -2.5104, 1.0036)
H (4.9571, -1.6606, -0.3133)
H (3.7541, -3.4471, -1.3758)
H (2.8073, -1.9658, -1.7056)
H (2.1004, 1.2777, -1.6279)
H (1.4542, 3.7859, -2.4135)
H (-1.2564, 3.7494, -2.6891)
H (-2.5033, -0.1900, -1.4840)
H (2.3248, -1.4766, 2.0083)
H (2.0463, 1.0982, 2.6115)
H (1.5681, 1.1113, 0.9025)
H (0.0167, -0.9601, 1.8155)
H (0.1103, -0.0194, 3.2945)
H (-2.3686, -0.6414, 1.8504)
H (-4.2281, 0.6968, 0.9720)
H (-3.8576, 3.0532, 0.3216)
H (-1.6175, 4.0554, 0.6013)
H (0.2307, 2.7264, 1.4791)

Forces on the atoms, in the same order (eV/Å):
0.2 0.3 -0.3
0.4 -0.6 0.3
-0.1 0.2 -0.2
-0.4 -0.3 0.2
0.6 -0.4 -0.1
-0.4 0.3 -0.1
0.1 0.3 0.0
-0.8 -0.5 0.1
1.2 0.5 -0.1
-0.7 -0.6 0.1
-0.6 0.2 -0.1
0.7 0.5 0.0
-0.4 -0.4 0.0
0.3 -0.2 -0.1
0.2 0.4 -0.2
-0.6 -0.2 0.1
0.2 0.0 -0.1
0.1 0.3 -0.1
0.2 0.0 0.1
0.0 -0.3 0.1
-0.2 0.0 0.4
0.0 0.2 0.0
0.1 0.0 0.0
-0.1 -0.1 0.1
0.0 0.1 0.1
-0.1 0.0 0.0
-0.1 0.1 0.0
0.0 0.1 0.0
0.0 0.0 0.0
0.0 0.0 0.0
0.0 0.1 0.1
0.0 0.0 0.0
0.1 -0.1 -0.1
0.2 -0.2 0.1
0.1 0.2 -0.1
-0.2 0.0 0.0
-0.1 0.0 0.0
0.1 0.0 -0.2
-0.1 0.1 -0.2
0.0 0.0 0.2
0.0 0.0 0.0
0.0 -0.1 0.0
0.0 -0.1 0.0
-0.1 0.0 0.0
-0.1 0.1 0.0
0.0 0.1 0.0
0.1 0.0 0.0

Summary:
HOMO-LUMO gap: 8.31 eV
2S+1: 1
SMILES string: O=C(CCSc1nc(-c2ccco2)cc(C(F)(F)F)n1)NCCc1ccccc1
LUMO level: -0.26 eV
Relative energy (zero: lowest compared OMol25 entry of this formula, charge and spin): 0.0 kcal per mole

Mulliken atomic charge list, values in e, 2 entries: -0.693 0.511